1.
C33H44AsBrKN4O6S | the ωB97M-V functional and the def2-TZVPD basis

Its HOMO energy is -4.4 eV. The LUMO energy is 1.93 eV. Its relative energy (zero: lowest compared OMol25 entry of this formula, charge and spin) is 4.18 kJ/mol. The total charge is -1. As for the orbital gap: 6.290 eV. The calculation puts the total energy at -7762.469790 Ha.

Element x y z (Å)
K1 -0.1197 0.2683 1.6310
Br1 -4.1488 -4.3589 5.8359
C1 -2.6519 -3.4804 5.0487
C2 -1.7016 -2.8522 5.8705
C3 -0.6255 -2.2250 5.3125
C4 -0.4033 -2.1486 3.8890
O1 0.5904 -1.5256 3.4282
C5 -1.3953 -2.8262 3.0794
C6 -1.3267 -2.9606 1.6445
N1 -0.4723 -2.4157 0.8591
C7 -0.4445 -2.8130 -0.4710
C8 -0.5503 -4.1278 -0.8629
C9 -0.4696 -4.5042 -2.2180
C10 -0.2702 -3.5729 -3.1938
C11 -0.1261 -2.2099 -2.8367
C12 0.1011 -1.1933 -3.7921
C13 0.2335 0.0998 -3.3868
C14 0.1477 0.3860 -2.0066
N2 -0.0476 -0.5258 -1.0909
C15 -0.1977 -1.8228 -1.4786
C16 -2.4890 -3.4673 3.6932
H1 -1.8252 -2.8698 6.9466
H2 0.1127 -1.7374 5.9379
H3 -2.1062 -3.6134 1.2225
H4 -0.6542 -4.8915 -0.1031
H5 -0.5570 -5.5518 -2.4786
H6 -0.2039 -3.8564 -4.2375
H7 0.1574 -1.4632 -4.8411
H8 0.3803 0.9095 -4.0897
H9 0.1870 1.4154 -1.6683
H10 -3.2166 -3.9675 3.0630
C17 4.5553 -0.2423 4.1686
C18 3.6447 -0.4652 2.9676
C19 3.9003 -1.8190 2.3191
S1 2.7690 -2.1026 0.9476
O2 3.0408 -3.4815 0.4282
C20 3.5206 -0.8988 -0.2134
C21 3.4703 -1.4076 -1.6518
C22 4.6419 -2.3178 -1.9996
H11 4.3613 0.7256 4.6334
H12 5.6106 -0.2737 3.8831
H13 4.3933 -1.0130 4.9258
H14 3.7789 0.3382 2.2403
H15 2.6001 -0.4295 3.2786
H16 3.6726 -2.6289 3.0165
H17 4.9258 -1.9426 1.9582
H18 4.5465 -0.6620 0.0876
H19 2.9123 -0.0013 -0.0860
H20 3.4520 -0.5437 -2.3243
H21 2.5326 -1.9439 -1.8147
H22 5.5927 -1.7920 -1.8709
H23 4.5836 -2.6555 -3.0365
H24 4.6384 -3.1926 -1.3513
C23 -5.5983 4.0960 -2.6617
C24 -4.2952 3.8457 -1.9111
C25 -3.8659 2.3666 -1.7241
C26 -3.8468 1.6038 -3.0587
C27 -3.4185 0.1488 -2.8972
C28 -4.8488 1.6822 -0.7976
O3 -6.0110 1.4738 -1.1019
N3 -4.3560 1.3098 0.4116
C29 -3.0117 1.3835 0.8411
O4 -2.7749 0.9128 1.9472
N4 -2.0814 1.9400 0.0363
C30 -2.4235 2.4119 -1.1761
O5 -1.5770 2.9202 -1.9240
H25 -5.8096 5.1674 -2.6801
H26 -6.4386 3.5839 -2.1979
H27 -5.5316 3.7610 -3.6974
H28 -4.3480 4.3072 -0.9192
H29 -3.4679 4.3297 -2.4332
H30 -3.1545 2.1317 -3.7172
H31 -4.8432 1.6452 -3.4984
H32 -2.4451 0.0702 -2.4089
H33 -3.3392 -0.3466 -3.8664
H34 -4.1419 -0.4104 -2.2996
H35 -4.9777 0.8402 1.0541
C31 3.4693 4.4761 1.2324
As1 2.2436 3.1988 0.4623
C32 3.1000 2.6632 -1.1798
C33 0.6791 4.2031 -0.0063
O6 2.0045 1.9390 1.4937
H36 3.6339 5.3191 0.5623
H37 4.4134 3.9761 1.4418
H38 3.0404 4.8295 2.1688
H39 3.3023 3.5386 -1.7970
H40 2.4605 1.9700 -1.7229
H41 4.0353 2.1660 -0.9253
H42 0.9739 4.9957 -0.6954
H43 0.2727 4.6402 0.9050
H44 -0.0729 3.5618 -0.4721

Atoms 1-2, force components in eV/Å:
K 0.0 0.0 0.1
Br 0.0 0.0 0.0

2.
C33H44BClIN7OYb | the ωB97M-V functional and the def2-TZVPD basis

Its HOMO energy (alpha / beta) is -10.3 / -10.3 eV. The LUMO energy (alpha / beta) is -2.65 / -2.66 eV. The multiplicity is 2. Its relative energy (zero: lowest compared OMol25 entry of this formula, charge and spin) is 0.00 kJ/mol. The total charge is +1. As for the orbital gap (alpha / beta): 7.658 / 7.652 eV. The calculation puts the total energy at -3683.887070 Ha.

Element x y z (Å)
Yb1 -19.5645 -3.9200 -5.4715
C1 -20.5434 0.3823 -8.8015
C2 -20.7582 -0.3636 -7.5531
C3 -21.5586 -0.0679 -6.4645
C4 -21.3127 -1.0756 -5.5557
N1 -20.4164 -1.9369 -6.0341
N2 -20.0746 -1.4879 -7.2893
B1 -19.3030 -2.3897 -8.2537
N3 -20.1360 -3.6457 -8.5615
N4 -20.4704 -4.5817 -7.5888
C5 -21.1557 -5.5252 -8.2054
C6 -21.2090 -5.2338 -9.5687
C7 -20.5676 -4.0192 -9.7457
C8 -20.4246 -3.2598 -10.9787
C9 -21.8073 -6.6489 -7.4720
C10 -21.0048 -7.9574 -7.7812
C11 -23.2146 -6.8257 -8.1299
C12 -21.8873 -6.3557 -5.9899
N5 -17.8978 -2.7631 -7.8190
N6 -17.7646 -3.6491 -6.8198
C13 -16.4814 -4.0850 -6.8171
C14 -15.7735 -3.3755 -7.7541
C15 -16.6935 -2.5504 -8.4033
C16 -16.5093 -1.5658 -9.5335
C17 -15.9823 -5.2393 -5.9840
C18 -17.1753 -5.8261 -5.1971
C19 -14.9098 -4.8089 -4.9956
C20 -15.4510 -6.2111 -7.0330
C21 -21.9906 -1.3612 -4.2003
C22 -23.5265 -1.1296 -4.4316
C23 -21.5182 -0.5513 -2.9840
C24 -21.8253 -2.8307 -3.8794
H1 -21.1014 1.2801 -8.6794
H2 -20.8968 -0.1239 -9.6928
H3 -19.5096 0.6621 -8.9725
H4 -22.2954 0.7475 -6.4236
H5 -19.1727 -1.8941 -9.3171
H6 -21.7354 -5.7319 -10.3808
H7 -21.0223 -3.6143 -11.7900
H8 -19.3456 -3.1645 -11.2188
H9 -20.7462 -2.2476 -10.8127
H10 -21.0787 -8.2218 -8.8334
H11 -21.4458 -8.7987 -7.2228
H12 -19.9549 -7.8436 -7.5271
H13 -23.1186 -6.9102 -9.2193
H14 -23.8440 -5.9180 -7.9091
H15 -23.7418 -7.6888 -7.7494
H16 -20.8706 -6.0741 -5.6310
H17 -22.2886 -7.2194 -5.4214
H18 -22.6168 -5.5559 -5.7517
H19 -14.7625 -3.5740 -8.0999
H20 -15.4550 -1.2378 -9.4187
H21 -17.1649 -0.6591 -9.5174
H22 -16.5450 -2.0449 -10.5129
H23 -17.4498 -5.2346 -4.2814
H24 -16.9727 -6.8605 -4.8836
H25 -18.0225 -5.8814 -5.9068
H26 -15.3574 -4.2015 -4.2264
H27 -14.2179 -4.1197 -5.4880
H28 -14.3951 -5.6819 -4.5235
H29 -16.2436 -6.6290 -7.7281
H30 -14.9815 -7.1174 -6.5090
H31 -14.6562 -5.6477 -7.6061
H32 -23.7793 -0.0929 -4.7092
H33 -24.1697 -1.4000 -3.5734
H34 -23.8064 -1.8081 -5.2240
H35 -21.6587 0.5233 -3.2148
H36 -20.4353 -0.6190 -2.7242
H37 -22.1279 -0.7855 -2.1157
H38 -22.1881 -3.4931 -4.6983
H39 -22.3455 -3.2079 -3.0044
H40 -20.7886 -3.0896 -3.5533
Cl1 -17.7455 -5.6084 1.4562
C25 -17.9352 -4.9561 -0.1262
C26 -17.2078 -3.8587 -0.4361
C27 -17.4976 -3.1491 -1.6430
I1 -16.5883 -1.3550 -2.1499
C28 -18.3890 -3.6733 -2.5355
O1 -18.6094 -3.1184 -3.7441
C29 -19.0152 -4.9224 -2.2944
N7 -19.7191 -5.5231 -3.3428
C30 -20.2574 -6.6594 -3.1090
C31 -20.2401 -7.3191 -1.8353
C32 -19.5449 -6.7481 -0.8022
C33 -18.8623 -5.5508 -1.0352
H41 -16.3970 -3.4928 0.1510
H42 -20.7491 -7.2678 -3.8689
H43 -20.7657 -8.2457 -1.7461
H44 -19.4085 -7.2521 0.1871

Atoms 1-2, force components in eV/Å:
Yb 0.3 -0.7 1.4
C -0.1 0.2 -0.3

3.
C33H44BF11O29Si2 | the ωB97M-V functional and the def2-TZVPD basis

Its HOMO energy is -10.2 eV. The LUMO energy is -0.25 eV. As for the orbital gap: 9.947 eV. The calculation puts the total energy at -5168.372760 Ha.

Element x y z (Å)
C1 2.9951 3.0233 -3.3850
C2 2.8651 1.4935 -3.8685
O1 1.9910 1.5216 -5.0404
B1 1.6116 0.2078 -5.4364
O2 2.4497 -0.9523 -5.2738
Si1 -0.1877 -0.0374 -6.2054
O3 -1.3798 -0.3289 -4.9795
Si2 -1.3912 -1.9434 -4.3980
C3 -3.0887 -2.1842 -3.5042
C4 -3.6461 -0.7824 -2.9461
C5 -5.1849 -0.8891 -2.4585
C6 -5.9032 0.3928 -3.0855
O4 -5.6828 1.5332 -2.6649
O5 -6.7679 0.2320 -4.1746
C7 -7.9042 1.1262 -4.1097
C8 -8.8974 0.8179 -5.3142
C9 -0.0035 -2.3415 -3.1170
F1 0.9604 -3.1741 -3.7320
F2 0.6064 -1.1908 -2.5585
F3 -0.4569 -3.0769 -1.9977
H1 2.1214 3.5726 -3.8419
H2 2.9593 3.1302 -2.2568
H3 3.9466 3.4517 -3.8309
H4 3.8958 1.1593 -4.1954
H5 2.4219 0.8406 -3.0533
H6 2.4690 -1.1583 -4.3159
H7 -0.2069 -1.0094 -7.3099
H8 -0.5384 1.2703 -6.8118
H9 -1.3327 -2.9615 -5.4645
H10 -2.9402 -2.8967 -2.6359
H11 -3.8187 -2.6727 -4.2329
H12 -3.5700 0.0483 -3.7072
H13 -3.0571 -0.4226 -2.0363
H14 -5.6856 -1.8466 -2.8172
H15 -5.2847 -0.8973 -1.3328
H16 -8.4890 0.9757 -3.1501
H17 -7.5831 2.2134 -4.1997
H18 -8.3387 0.1770 -6.0732
H19 -9.2338 1.7479 -5.8609
H20 -9.8138 0.2338 -5.0023
C10 -4.2123 3.8351 -4.7516
C11 -5.1276 4.8952 -5.2803
O6 -4.8482 6.0044 -4.4477
C12 -3.5491 5.8571 -4.0631
O7 -2.8902 6.7260 -3.5821
O8 -3.0946 4.5973 -4.3036
F4 -6.4241 4.5449 -5.1162
H21 -4.6435 3.2899 -3.9073
H22 -3.9172 3.1180 -5.5184
H23 -4.9478 5.1659 -6.3247
C13 1.7488 -5.0672 -0.6593
C14 2.7185 -4.9560 0.4758
O9 2.8631 -6.2927 0.9074
C15 2.6484 -7.0609 -0.1997
O10 2.9452 -8.2096 -0.2846
O11 2.0589 -6.3463 -1.1983
F5 2.1964 -4.2241 1.4972
H24 0.7077 -5.0559 -0.3261
H25 1.8867 -4.2835 -1.4041
H26 3.6953 -4.5529 0.1950
C16 -7.3939 -2.1710 0.9440
C17 -8.6002 -3.0577 0.9812
O12 -9.2720 -2.7344 -0.2205
C18 -8.3003 -2.3473 -1.0926
O13 -8.4523 -2.2592 -2.2701
O14 -7.1275 -2.0798 -0.4518
F6 -9.4045 -2.7446 2.0251
H27 -7.5929 -1.1724 1.3417
H28 -6.5451 -2.5984 1.4785
H29 -8.3728 -4.1272 0.9984
C19 1.9161 -2.2702 3.9016
C20 1.0001 -1.1972 3.4020
O15 1.3017 -0.1019 4.2445
C21 2.6053 -0.2642 4.6051
O16 3.2790 0.5931 5.0866
O17 3.0463 -1.5241 4.3406
F7 -0.2992 -1.5390 3.5839
H30 1.4959 -2.8228 4.7462
H31 2.1921 -2.9788 3.1219
H32 1.1643 -0.9142 2.3585
C22 6.5605 1.1417 7.6209
C23 5.9450 -0.2079 7.4533
O18 6.2420 -0.8513 8.6790
C24 6.3129 0.1471 9.6044
O19 6.2801 -0.0295 10.7855
O20 6.4192 1.3711 9.0190
F8 6.5421 -0.8909 6.4486
H33 7.6200 1.1599 7.3548
H34 6.0428 1.9081 7.0446
H35 4.8630 -0.1937 7.2985
C25 8.9155 -0.2515 12.4571
C26 10.1252 -0.0317 11.6036
O21 11.1551 0.1663 12.5519
C27 10.7811 -0.5446 13.6541
O22 11.5160 -0.8313 14.5468
O23 9.4667 -0.8926 13.6037
F9 10.0008 1.0952 10.8573
H36 8.4371 0.6837 12.7583
H37 8.1730 -0.8838 11.9721
H38 10.3793 -0.8760 10.9564
C28 -9.0518 4.3779 -9.8856
C29 -10.3285 4.1942 -9.1247
O24 -9.9735 3.2577 -8.1261
C30 -8.6475 3.4592 -7.8881
O25 -8.0680 3.0449 -6.9331
O26 -8.0678 4.1992 -8.8731
F10 -11.2902 3.6490 -9.9080
H39 -8.9140 3.6227 -10.6638
H40 -8.9744 5.3666 -10.3383
H41 -10.7082 5.1056 -8.6549
C31 10.7419 -0.1454 5.4896
C32 11.3292 1.0272 4.7664
O27 10.2541 1.4836 3.9690
C33 9.1232 1.1512 4.6507
O28 8.0419 1.6099 4.4201
O29 9.3782 0.2368 5.6336
F11 12.3401 0.6418 3.9509
H42 10.8000 -1.0702 4.9096
H43 11.2072 -0.3115 6.4614
H44 11.6700 1.8349 5.4201

Atoms 1-2, force components in eV/Å:
C -0.2 -0.7 -0.5
C 0.9 1.7 0.3

4.
C33H44CsF5N8O5S | the ωB97M-V functional and the def2-TZVPD basis

Its HOMO energy is -2.7 eV. The LUMO energy is 3.31 eV. Its relative energy (zero: lowest compared OMol25 entry of this formula, charge and spin) is 83.57 kJ/mol. The total charge is -2. As for the orbital gap: 6.025 eV. The calculation puts the total energy at -3015.950168 Ha.

Element x y z (Å)
Cs1 -0.8680 0.1406 -0.3879
C1 0.4562 -6.3201 5.0240
C2 0.4053 -4.8044 5.2626
C3 -0.6742 -4.4999 6.3023
C4 1.7527 -4.3296 5.8268
C5 0.1374 -4.1011 3.9367
C6 -0.9991 -3.3500 3.6961
C7 -1.1412 -2.6789 2.4832
N1 -0.2319 -2.7212 1.5177
C8 0.8516 -3.4679 1.7232
C9 1.0705 -4.1711 2.9015
C10 1.8716 -3.4505 0.6484
C11 2.6182 -4.5874 0.3442
C12 3.5941 -4.5434 -0.6471
C13 3.7812 -3.3233 -1.2837
C14 2.9907 -2.2369 -0.9219
N2 2.0532 -2.2926 0.0100
C15 4.4109 -5.7892 -0.9738
C16 5.2657 -6.1516 0.2490
C17 5.3374 -5.5751 -2.1721
C18 3.4700 -6.9571 -1.3012
H1 0.6754 -6.8440 5.9588
H2 1.2289 -6.5818 4.2983
H3 -0.5014 -6.6809 4.6429
H4 -0.4226 -4.9936 7.2438
H5 -1.6520 -4.8660 5.9832
H6 -0.7560 -3.4284 6.4936
H7 1.9351 -4.7940 6.7993
H8 1.7465 -3.2464 5.9592
H9 2.5828 -4.5884 5.1673
H10 -1.7626 -3.2132 4.4491
H11 -1.9996 -2.0442 2.2998
H12 1.9941 -4.7234 3.0252
H13 2.4099 -5.5054 0.8800
H14 4.5197 -3.1940 -2.0627
H15 3.1121 -1.2660 -1.3927
H16 5.9556 -5.3405 0.4897
H17 5.8493 -7.0556 0.0520
H18 4.6413 -6.3330 1.1249
H19 6.0769 -4.7977 -1.9717
H20 4.7744 -5.2922 -3.0634
H21 5.8755 -6.5004 -2.3902
H22 2.8402 -7.2160 -0.4498
H23 4.0502 -7.8429 -1.5725
H24 2.8169 -6.7016 -2.1376
C19 1.8085 0.7872 -6.0476
N3 2.2157 -0.1228 -4.9795
C20 1.7992 -1.4875 -5.2698
C21 1.8695 0.3139 -3.6689
N4 1.0398 -0.2113 -2.8797
N5 2.5558 1.4809 -3.3292
C22 2.7851 1.9363 -2.0150
N6 2.8727 3.3223 -1.9597
N7 2.9864 1.1420 -1.0447
H25 2.3242 0.5054 -6.9680
H26 2.0783 1.8129 -5.8027
H27 0.7260 0.7513 -6.2204
H28 2.2702 -1.7927 -6.2061
H29 0.7126 -1.5908 -5.3672
H30 2.1446 -2.1490 -4.4757
H31 0.5102 -0.9775 -3.2860
H32 3.2626 1.7684 -3.9856
H33 2.2305 3.7842 -2.5859
H34 2.8530 3.6989 -1.0109
H35 3.1064 1.6828 -0.1903
O1 -3.4913 0.7949 7.3807
C23 -2.2879 0.5072 7.5184
O2 -1.6111 0.3569 8.5577
C24 -1.4984 0.2934 6.1958
C25 -0.2212 -0.2617 6.2149
C26 0.4460 -0.4410 5.0172
N8 -0.0572 -0.1076 3.8298
C27 -1.2829 0.4247 3.8057
C28 -2.0301 0.6395 4.9615
C29 -1.7861 0.7625 2.4066
O3 -2.4339 -0.1026 1.7875
O4 -1.4152 1.8697 1.9349
H36 0.2179 -0.5218 7.1696
H37 1.4431 -0.8786 4.9974
H38 -3.0311 1.0496 4.9171
C30 -0.0023 4.5637 1.6749
S1 1.2109 3.3147 1.2158
C31 1.5131 2.6604 2.8605
O5 2.4620 4.0493 0.8233
H39 -0.8656 4.0187 2.0574
H40 -0.2608 5.1077 0.7677
H41 0.4159 5.2502 2.4108
H42 0.5627 2.3700 3.2969
H43 2.0289 3.4231 3.4446
H44 2.1382 1.7767 2.7474
F1 -3.4198 -1.4527 -3.6481
C32 -2.2418 -0.6756 -3.5572
F2 -1.2792 -1.5357 -4.2170
C33 -2.4598 0.3836 -4.6242
F3 -3.4358 1.2466 -4.2601
F4 -2.8056 -0.0460 -5.8791
F5 -1.3309 1.1220 -4.8029

Atoms 1-2, force components in eV/Å:
Cs 0.6 -0.3 -0.9
C 0.0 0.0 0.0

5.
C33H44N4P2PtSSi2 | the ωB97M-V functional and the def2-TZVPD basis

Its HOMO energy is -6.7 eV. The LUMO energy is 0.27 eV. Its relative energy (zero: lowest compared OMol25 entry of this formula, charge and spin) is 0.00 kJ/mol. As for the orbital gap: 6.974 eV. The calculation puts the total energy at -3282.288019 Ha.

Element x y z (Å)
Pt1 0.0648 -1.2649 -0.0075
C1 5.0170 -0.4346 0.3639
Si1 3.5370 -1.5470 0.0604
C2 3.7857 -2.4171 -1.5800
C3 3.4390 -2.8455 1.4054
N1 2.0839 -0.6340 0.0396
P1 1.5745 0.8780 0.3125
C4 -0.0019 0.5999 0.8571
P2 -1.6199 0.7624 0.3980
N2 -2.0030 -0.7752 0.0397
Si2 -3.2852 -1.6401 -0.7078
C5 -2.9118 -2.0406 -2.5007
C6 -4.8868 -0.6645 -0.6838
C7 -3.5616 -3.2482 0.2171
C8 -1.9246 1.8688 -1.0119
C9 -2.3482 3.1879 -0.8729
C10 -2.4618 4.0089 -1.9877
C11 -2.1426 3.5215 -3.2455
C12 -1.6966 2.2134 -3.3894
C13 -1.5853 1.3933 -2.2795
C14 -2.6370 1.4411 1.7410
C15 -2.0647 1.5585 3.0037
C16 -2.8184 2.0176 4.0756
C17 -4.1498 2.3588 3.8922
C18 -4.7275 2.2487 2.6332
C19 -3.9734 1.7960 1.5623
C20 1.7094 1.8962 -1.1812
C21 2.1395 1.3397 -2.3788
C22 2.1695 2.1092 -3.5356
C23 1.7600 3.4328 -3.4985
C24 1.3135 3.9908 -2.3054
C25 1.2871 3.2255 -1.1524
C26 2.6126 1.7307 1.5312
C27 3.5994 2.6502 1.1930
C28 4.4119 3.1969 2.1775
C29 4.2436 2.8234 3.5022
C30 3.2586 1.9052 3.8476
C31 2.4443 1.3641 2.8662
H1 5.9465 -1.0030 0.2768
H2 4.9916 0.0212 1.3559
H3 5.0513 0.3714 -0.3746
H4 4.6728 -3.0558 -1.5447
H5 3.9238 -1.7045 -2.3970
H6 2.9252 -3.0454 -1.8203
H7 4.3392 -3.4642 1.4427
H8 2.5813 -3.4996 1.2289
H9 3.3065 -2.3731 2.3818
H10 -2.9391 -1.1381 -3.1161
H11 -3.6528 -2.7369 -2.9033
H12 -1.9258 -2.4972 -2.6044
H13 -4.7749 0.2907 -1.2034
H14 -5.2374 -0.4694 0.3314
H15 -5.6646 -1.2305 -1.2037
H16 -2.7034 -3.9122 0.0963
H17 -4.4446 -3.7699 -0.1615
H18 -3.7068 -3.0600 1.2832
H19 -2.5895 3.5805 0.1067
H20 -2.7997 5.0309 -1.8704
H21 -2.2323 4.1622 -4.1139
H22 -1.4269 1.8352 -4.3675
H23 -1.2202 0.3772 -2.3823
H24 -1.0231 1.2845 3.1238
H25 -2.3647 2.1088 5.0544
H26 -4.7387 2.7159 4.7277
H27 -5.7647 2.5215 2.4856
H28 -4.4259 1.7267 0.5823
H29 2.4369 0.2977 -2.3965
H30 2.5077 1.6706 -4.4660
H31 1.7786 4.0314 -4.4007
H32 0.9778 5.0198 -2.2800
H33 0.9306 3.6582 -0.2235
H34 3.7399 2.9374 0.1582
H35 5.1781 3.9125 1.9079
H36 4.8795 3.2482 4.2687
H37 3.1270 1.6155 4.8825
H38 1.6662 0.6518 3.1170
C32 0.0845 -6.4837 -1.0027
N3 -0.1270 -5.8141 0.2670
C33 -0.0902 -4.4808 0.4112
N4 -0.2808 -3.9810 1.6386
S1 0.1917 -3.4751 -0.9193
H39 -0.0244 -7.5539 -0.8449
H40 1.0804 -6.2757 -1.3949
H41 -0.6498 -6.1522 -1.7361
H42 -0.2233 -6.3806 1.0918
H43 -0.6133 -4.5527 2.3962
H44 -0.3243 -2.9684 1.7106

Atoms 1-2, force components in eV/Å:
Pt 0.0 0.0 -0.1
C 0.0 0.0 0.0

Question: The lowest total energy belongs to which entry?
Answer: C33H44AsBrKN4O6S